No. 1
ORCA calculation (ωB97M-V/def2-TZVPD) on C19H19FeN2O4 as an isolated structure at a distorted geometry.

For the HOMO energy (alpha / beta), the calculation gives -7.58 / -10.91 eV. The value obtained for the relative energy (zero: lowest compared OMol25 entry of this formula, charge and spin) is 28.5 kcal/mol. The value obtained for the orbital gap (alpha / beta) is 0.157 / 0.125 hartree. The value obtained for the electronic energy is -2409.0797 hartree. As for the expectation value of S²: 6.1225.

```
! RIJCOSX wB97M-V def2-TZVPD def2/J DEFGRID3
* xyz 1 5
Fe -3.535 -2.863 -0.115
O 4.245 5.085 -0.331
O -3.528 -1.680 -2.813
O -6.396 -2.685 -0.052
O -3.642 0.018 0.382
N 2.384 2.981 -0.423
N 0.390 -0.704 -0.008
C -3.103 -3.450 1.746
C 1.717 1.770 -0.293
C 2.416 3.861 0.733
C 3.035 5.221 0.417
C -5.272 -2.993 0.017
C 4.006 4.482 -1.600
C 1.028 -0.395 -1.143
C 0.990 1.448 0.880
C -3.528 -1.141 0.330
C 1.713 0.809 -1.333
C -3.498 -2.287 -1.821
C -1.899 -2.901 2.298
C -2.316 -4.570 -0.253
C -0.678 -2.750 1.674
C -0.432 -2.949 0.326
C 0.348 0.209 0.968
C -1.459 -3.440 -0.541
C 3.359 3.104 -1.497
C -3.093 -4.610 0.884
H -2.400 -5.373 -0.995
H -3.996 -3.311 2.375
H 1.389 4.040 1.081
H 4.171 2.359 -1.381
H 2.284 5.832 -0.126
H 3.341 5.716 1.351
H 0.930 2.117 1.743
H 0.161 -2.417 2.303
H 5.001 4.386 -2.051
H -1.970 -2.588 3.345
H 3.358 5.127 -2.223
H 1.013 -1.133 -1.947
H 0.564 -2.839 -0.095
H -1.193 -3.311 -1.603
H -0.204 -0.035 1.876
H 2.234 0.964 -2.279
H -3.784 -5.433 1.081
H 2.992 3.414 1.569
H 2.860 2.915 -2.456
*
```

No. 2
ORCA calculation (ωB97M-V/def2-TZVPD) on an isolated ion of composition C19H19N2O2S and charge +1 at a distorted geometry.

For the HOMO energy, the calculation gives -10.92 eV. The value obtained for the orbital gap is 0.291 hartree. The value obtained for the electronic energy is -1393.3931 hartree. The SMILES is COc1ccc(-c2cn(CC(=O)c3cccs3)c3[n+]2CCC3)cc1.

```
! RIJCOSX wB97M-V def2-TZVPD def2/J DEFGRID3
* xyz 1 1
S 5.309 -0.528 -1.349
O 2.532 0.554 -0.958
O -6.750 -1.039 -0.692
N -0.841 1.486 0.218
N 0.747 0.196 0.940
C 0.445 1.436 0.570
C -4.861 0.254 -1.101
C 6.520 -1.426 -0.564
C -1.406 0.242 0.345
C 4.863 -1.434 1.031
C -3.552 0.599 -0.869
C 6.154 -1.843 0.689
C 1.101 2.760 0.488
C 2.957 -0.097 -0.027
C 4.255 -0.702 0.027
C -4.708 -1.490 0.551
C -5.466 -0.793 -0.393
C -2.791 -0.093 0.079
C -0.386 -0.564 0.794
C -3.392 -1.143 0.775
C 2.065 -0.292 1.229
C -1.257 2.814 -0.173
C -0.124 3.694 0.388
C -7.431 -2.086 -0.030
H 7.453 -1.609 -1.061
H -7.482 -1.909 1.048
H -2.827 -1.683 1.518
H 2.509 0.271 2.056
H 0.069 4.554 -0.247
H -8.437 -2.086 -0.443
H -6.959 -3.053 -0.224
H -2.235 3.059 0.244
H 1.731 2.980 1.349
H -5.451 0.777 -1.836
H -5.139 -2.301 1.114
H -0.389 -1.613 1.004
H 4.402 -1.663 1.975
H -0.393 4.056 1.381
H 2.007 -1.346 1.498
H 6.792 -2.422 1.332
H 1.723 2.808 -0.410
H -3.110 1.389 -1.453
H -1.303 2.879 -1.264
*
```

No. 3
ORCA calculation (ωB97M-V/def2-TZVPD) on C19H19N3O3 as an isolated structure at a distorted geometry.

For the HOMO energy, the calculation gives -6.83 eV. The value obtained for the relative energy (zero: lowest compared OMol25 entry of this formula, charge and spin) is 246.4 kcal/mol. The value obtained for the orbital gap is 0.277 hartree. The value obtained for the electronic energy is -1125.1049 hartree.

```
! RIJCOSX wB97M-V def2-TZVPD def2/J DEFGRID3
* xyz 0 1
O 3.846 -0.019 3.112
O -1.663 -0.395 -1.445
O -2.360 -0.457 0.665
N -1.657 -0.385 2.796
N -1.955 0.249 -0.450
N -3.829 0.163 2.400
C -2.002 1.527 -0.150
C 4.709 -1.166 3.179
C -2.385 1.850 1.198
C -3.484 5.508 0.700
C -2.585 0.413 1.795
C 1.853 -1.419 3.438
C 0.388 0.851 2.613
C -2.456 -1.438 3.139
C 0.472 -1.503 3.294
C -0.264 -0.364 2.874
C 1.745 0.952 2.784
C -3.119 4.187 0.403
C -5.054 0.796 1.965
C -2.940 3.229 1.455
C 2.504 -0.192 3.136
C -3.769 -1.082 2.955
C -3.649 5.920 2.025
C -2.975 3.702 2.781
C -3.348 5.021 3.050
H -0.157 1.742 2.308
H -1.815 1.515 2.092
H 2.436 -2.292 3.744
H -2.702 3.018 3.591
H -3.670 6.211 -0.122
H -4.672 -1.589 3.289
H -3.436 5.345 4.087
H -3.997 6.928 2.241
H -2.975 3.912 -0.654
H -1.808 2.315 -0.880
H 5.704 -0.731 3.085
H -2.090 -2.303 3.700
H 4.592 -1.685 4.138
H 4.507 -1.865 2.357
H -5.598 1.152 2.834
H -5.644 0.040 1.452
H -0.025 -2.462 3.518
H 2.247 1.899 2.601
H -4.842 1.622 1.307
*
```

No. 4
ORCA calculation (ωB97M-V/def2-TZVPD) on C19H19N3O5 as an isolated structure at a distorted geometry.

For the HOMO energy, the calculation gives -8.40 eV. The value obtained for the relative energy (zero: lowest compared OMol25 entry of this formula, charge and spin) is 454.5 kcal/mol. The value obtained for the orbital gap is 0.318 hartree. The value obtained for the electronic energy is -1275.2335 hartree.

```
! RIJCOSX wB97M-V def2-TZVPD def2/J DEFGRID3
* xyz 0 1
O 3.688 -5.948 1.858
O -6.066 1.113 1.491
O 1.797 -0.344 -3.229
O 4.638 -4.433 2.959
O -2.398 4.171 0.730
N -3.787 2.456 0.301
N 1.983 0.262 -1.078
N 4.127 -4.989 2.023
C 2.376 -0.262 -2.311
C 3.835 -1.047 -2.208
C 3.959 -2.078 -1.285
C -0.051 1.048 -1.759
C -4.679 0.590 1.043
C 3.316 -3.221 -1.320
C 3.421 -4.139 -0.480
C -4.819 3.168 0.763
C -4.063 1.010 -0.176
C -0.222 2.025 0.892
C 0.925 0.926 -0.830
C -1.234 1.711 -1.376
C 4.529 -1.831 -0.085
C 0.798 1.339 0.297
C -5.570 2.520 1.879
C 4.073 -3.891 0.778
C -2.532 2.842 0.443
C 4.562 -2.760 1.203
C -1.150 2.332 0.029
H -6.589 2.885 1.930
H 4.659 -0.301 -2.087
H 5.252 -0.659 0.371
H -5.149 2.309 2.611
H -4.666 4.179 0.988
H -5.518 3.264 -0.114
H -2.967 0.594 -0.218
H 2.988 -5.157 -0.513
H 3.995 -1.284 -3.285
H -4.612 1.130 -1.092
H 0.059 0.880 -2.774
H -4.955 -0.519 0.910
H 2.946 -3.360 -2.383
H 5.167 -2.537 2.007
H -1.980 1.884 -1.875
H 2.849 0.256 -0.356
H 1.735 1.163 1.293
H -4.131 0.469 2.000
H -0.537 2.236 2.038
*
```

No. 5
ORCA calculation (ωB97M-V/def2-TZVPD) on C19H19N5NiO3 as an isolated structure.

For the HOMO energy (alpha / beta), the calculation gives 0.50 / 0.50 eV. The value obtained for the relative energy (zero: lowest compared OMol25 entry of this formula, charge and spin) is 3.6 kcal/mol. The value obtained for the orbital gap (alpha / beta) is 0.159 / 0.159 hartree. The value obtained for the electronic energy is -2743.3024 hartree.

```
! RIJCOSX wB97M-V def2-TZVPD def2/J DEFGRID3
* xyz -2 1
Ni 0.656 -0.115 0.002
O 1.166 3.776 0.172
O 0.616 0.120 3.998
O 0.878 1.699 -0.618
N -1.157 1.267 -2.739
N 0.470 -0.945 -1.637
N 0.596 0.625 1.733
N 0.730 -1.823 0.939
N -2.315 1.216 -0.265
C -2.778 1.136 0.952
C 1.324 -1.798 -2.115
C 1.864 -3.590 -3.766
C -4.316 -0.603 0.396
C -3.823 -0.568 -0.928
C 3.480 -3.062 -2.089
C 2.658 -2.080 -1.577
C -4.285 -1.438 -1.945
C 0.770 2.049 1.770
C 0.964 2.573 0.328
C -2.177 0.390 -2.498
C 0.350 -1.625 2.348
C -2.797 0.366 -1.203
C 0.566 -0.160 2.784
C -3.698 -1.378 -3.180
C 1.019 -2.622 -3.287
C -3.790 0.230 1.340
C 3.117 -3.861 -3.180
C -2.657 -0.480 -3.459
H 1.628 2.359 2.374
H -0.104 2.569 2.184
H -5.068 -2.154 -1.722
H -4.021 -2.058 -3.961
H -2.175 -0.502 -4.429
H 0.870 -2.299 3.033
H 0.055 -2.448 -3.759
H -0.459 0.863 -3.351
H 1.551 -4.170 -4.634
H -5.095 -1.316 0.648
H 3.779 -4.622 -3.576
H -4.125 0.205 2.369
H -0.722 -1.818 2.438
H -2.338 1.805 1.686
H -0.677 1.572 -1.892
H 4.459 -3.205 -1.632
H 3.019 -1.440 -0.775
H 1.698 -2.105 0.825
H 0.166 -2.487 0.422
*
```

No. 6
ORCA calculation (ωB97M-V/def2-TZVPD) on C19H19N5O5SW as an isolated structure.

For the HOMO energy (alpha / beta), the calculation gives -14.90 / -14.90 eV. The value obtained for the relative energy (zero: lowest compared OMol25 entry of this formula, charge and spin) is 0.0 kcal/mol. The value obtained for the orbital gap (alpha / beta) is 0.255 / 0.255 hartree. The value obtained for the electronic energy is -1849.9730 hartree.

```
! RIJCOSX wB97M-V def2-TZVPD def2/J DEFGRID3
* xyz 2 1
W -0.271 -0.813 -0.077
S 0.693 -3.305 -1.417
O -0.073 1.173 -0.141
O -1.155 -0.464 -1.830
O 1.226 -0.292 1.159
O 0.596 -2.546 0.023
O 0.923 -4.685 -1.272
N 0.497 1.786 0.870
N -3.907 -1.131 2.342
N -1.814 -0.990 1.100
N 1.191 0.990 1.540
N -0.606 -2.743 -2.109
C -5.579 0.488 3.138
C -6.665 -0.550 2.868
C -4.944 -2.169 2.008
C 1.909 -2.202 -2.106
C 1.756 0.120 -2.740
C 3.577 2.194 4.741
C 3.112 3.144 3.837
C 2.471 0.444 3.520
C 3.889 -1.019 -2.513
C 2.326 2.762 2.766
C 2.019 1.413 2.638
C -2.829 -1.058 1.701
C -4.247 -0.174 3.447
C 3.146 0.125 -2.794
C 3.279 -2.219 -2.130
C 3.261 0.851 4.582
C -0.297 -1.416 -2.150
C 1.136 -1.078 -2.411
C -6.264 -1.475 1.721
H -4.296 -0.776 4.356
H -4.578 -2.748 1.163
H -5.464 1.151 2.277
H 4.968 -0.975 -2.581
H 3.372 4.186 3.960
H -5.008 -2.815 2.884
H 3.667 1.029 -3.078
H -6.846 -1.140 3.772
H 3.630 0.117 5.284
H 2.218 -0.597 3.378
H 1.181 1.007 -2.973
H -7.601 -0.049 2.627
H -7.015 -2.250 1.565
H 4.196 2.503 5.571
H -5.839 1.113 3.993
H -3.430 0.539 3.536
H 1.969 3.483 2.045
H -6.184 -0.911 0.788
H 3.852 -3.099 -1.871
*
```

No. 7
ORCA calculation (ωB97M-V/def2-TZVPD) on a single C19H19NO4S molecule at a distorted geometry.

For the HOMO energy, the calculation gives -8.23 eV. The value obtained for the relative energy (zero: lowest compared OMol25 entry of this formula, charge and spin) is 40.1 kcal/mol. The value obtained for the orbital gap is 0.300 hartree. The value obtained for the electronic energy is -1489.2586 hartree. The SMILES is CC(C)S(=O)(=O)c1ccc(C2=NCCc3cc4c(cc32)OCO4)cc1.

```
! RIJCOSX wB97M-V def2-TZVPD def2/J DEFGRID3
* xyz 0 1
S 3.537 1.323 1.435
O -2.800 -3.361 2.054
O 4.631 0.973 0.521
O -5.054 -3.106 1.912
O 3.653 2.703 1.967
N -2.207 0.533 -2.544
C -1.802 0.090 -1.328
C 0.723 1.343 1.225
C -0.534 0.507 -0.736
C -4.065 -3.815 2.575
C 3.461 0.179 2.847
C -4.077 -0.799 -0.831
C -4.584 -0.020 -2.010
C -3.470 0.041 -3.109
C 4.246 0.749 4.077
C 4.010 -1.188 2.455
C -2.683 -0.798 -0.564
C 0.665 0.321 -1.399
C 1.930 1.102 0.550
C -3.055 -2.455 1.093
C -4.979 -1.505 0.010
C -4.410 -2.326 1.000
C -2.185 -1.694 0.384
C 1.872 0.633 -0.786
C -0.495 1.001 0.586
H 3.758 1.643 4.495
H -4.114 -3.641 3.655
H 5.225 1.072 3.791
H -6.075 -1.430 -0.087
H 5.077 -1.106 2.285
H -3.297 -0.975 -3.482
H 0.734 1.744 2.243
H -3.802 0.649 -3.975
H -1.429 1.137 1.116
H 2.795 0.535 -1.369
H -5.438 -0.526 -2.417
H 2.384 0.100 3.134
H -4.868 0.967 -1.695
H 4.335 -0.003 4.844
H -4.235 -4.896 2.393
H 3.861 -1.924 3.278
H 3.503 -1.559 1.543
H 0.724 -0.006 -2.424
H -1.107 -1.840 0.536
*
```

No. 8
ORCA calculation (ωB97M-V/def2-TZVPD) on C19H20AsF4N2ReS4 as an isolated structure at a distorted geometry.

For the HOMO energy, the calculation gives -7.33 eV. The value obtained for the orbital gap is 0.230 hartree. The value obtained for the electronic energy is -5151.7114 hartree.

```
! RIJCOSX wB97M-V def2-TZVPD def2/J DEFGRID3
* xyz 0 1
Re -0.050 -0.248 -0.200
As -0.111 -0.509 -3.372
S -1.787 -0.183 -2.092
S 0.397 0.450 -5.106
S 1.440 -1.274 -1.855
S 0.561 -2.673 -3.201
F -1.202 3.914 -3.493
F -3.253 5.346 0.484
F 0.290 2.142 -2.078
F -2.004 3.445 1.873
N -0.056 1.726 0.529
N 1.687 -0.138 1.399
C -1.379 3.819 -2.171
C -0.653 2.901 -1.451
C -5.159 -1.059 2.802
C 0.181 1.818 1.957
C 1.776 -1.389 2.194
C -2.616 -0.907 1.661
C 2.971 0.075 0.693
C -4.037 -0.973 3.613
C -2.776 -0.899 3.054
C 1.432 1.000 2.325
C 3.012 1.294 -0.218
C -1.387 -0.722 0.988
C -1.732 3.558 0.555
C -2.411 4.527 -0.164
C -5.016 -1.091 1.421
C -0.809 2.692 -0.066
C -2.265 4.667 -1.531
C -3.765 -1.018 0.851
C 1.864 -2.671 1.378
H 4.002 1.372 -0.665
H 2.760 -2.728 0.762
H 1.293 0.620 3.336
H -0.690 1.436 2.507
H 2.301 1.194 -1.037
H 3.772 0.146 1.443
H 2.303 1.656 2.332
H -4.150 -0.955 4.687
H 0.982 -2.752 0.744
H 2.644 -1.317 2.861
H -3.634 -1.023 -0.222
H 1.873 -3.520 2.057
H -5.885 -1.176 0.784
H -6.144 -1.101 3.242
H 2.795 2.223 0.306
H -2.825 5.407 -2.078
H 3.177 -0.802 0.079
H 0.864 -1.437 2.790
H 0.345 2.861 2.240
H -1.901 -0.811 3.681
*
```

No. 9
ORCA calculation (ωB97M-V/def2-TZVPD) on C19H20AuN3O2S5Se as an isolated structure.

For the HOMO energy, the calculation gives -14.52 eV. The value obtained for the orbital gap is 0.227 hartree. The value obtained for the electronic energy is -5578.2282 hartree.

```
! RIJCOSX wB97M-V def2-TZVPD def2/J DEFGRID3
* xyz 2 1
Au 0.640 -0.333 0.916
Se -2.569 0.316 1.751
S 0.428 1.989 0.799
S 1.143 -0.396 3.635
S 1.061 -2.695 0.994
S -0.974 1.415 -3.064
S 2.996 -0.053 0.652
O -2.165 0.623 -3.016
O -0.068 1.313 -4.155
N -3.922 -0.465 0.976
N -1.395 -0.550 0.676
N -0.141 1.070 -1.623
C -2.390 -2.736 -2.061
C -0.930 4.570 -0.763
C -2.061 -1.307 -0.188
C 1.388 -2.185 3.763
C -1.302 3.099 -2.632
C -1.526 -2.056 -1.266
C 3.705 0.009 2.348
C -0.809 3.326 -1.356
C -1.553 5.577 -1.492
C 2.404 -2.684 -0.231
C -3.494 -1.247 0.006
C -4.360 -1.996 -0.852
C 2.775 0.363 3.508
C -2.040 5.338 -2.773
C -3.809 -2.724 -1.847
C -0.187 2.080 -0.848
C -1.921 4.084 -3.368
C 3.534 -1.712 0.070
C 1.975 -2.923 2.566
H 4.486 0.767 2.289
H 1.906 -2.430 -1.166
H 4.106 -1.532 -0.840
H 4.196 -0.947 2.516
H -2.006 -3.291 -2.908
H 0.386 -2.555 3.988
H 4.229 -2.100 0.811
H -4.438 -3.289 -2.520
H 3.326 0.173 4.430
H -5.427 -1.942 -0.688
H 3.010 -2.647 2.396
H -2.296 3.896 -4.364
H 1.945 -3.997 2.759
H 2.790 -3.700 -0.329
H -0.548 4.765 0.231
H 2.540 1.429 3.498
H 2.005 -2.401 4.636
H -1.659 6.561 -1.058
H -0.468 -2.014 -1.488
H -2.518 6.140 -3.318
*
```

No. 10
ORCA calculation (ωB97M-V/def2-TZVPD) on C19H20AuN3OS2 as an isolated structure.

For the HOMO energy, the calculation gives -14.32 eV. The value obtained for the relative energy (zero: lowest compared OMol25 entry of this formula, charge and spin) is 0.0 kcal/mol. The value obtained for the orbital gap is 0.280 hartree. The value obtained for the electronic energy is -1906.9850 hartree.

```
! RIJCOSX wB97M-V def2-TZVPD def2/J DEFGRID3
* xyz 2 1
Au 0.179 -0.478 -0.180
S -0.168 2.247 1.497
S 3.711 -3.067 -0.059
O 0.311 0.758 1.421
N -1.622 0.419 -0.909
N -3.470 1.531 -2.077
N 0.084 -2.080 -1.426
C -2.659 3.249 1.707
C -1.837 2.190 2.068
C 0.678 2.736 2.986
C -3.387 1.650 -3.549
C -4.409 2.259 3.022
C 1.145 -2.931 -1.344
C -1.019 -3.536 -2.934
C -4.583 2.121 -1.306
C -2.274 1.159 2.891
C 2.972 -0.879 1.093
C 0.067 -4.404 -2.885
C 1.152 -4.102 -2.083
C 2.155 -2.465 -0.418
C 4.012 -1.765 1.002
C -3.954 3.285 2.205
C -2.497 0.955 -1.449
C -0.978 -2.380 -2.189
C -3.577 1.195 3.358
C 1.914 -1.307 0.273
H -2.644 2.391 -3.838
H -4.225 2.925 -0.667
H 0.340 3.743 3.231
H 1.746 2.736 2.778
H -2.289 4.044 1.068
H -3.941 0.405 4.000
H -5.419 2.290 3.409
H -1.610 0.345 3.157
H -5.296 2.526 -2.017
H -1.787 -1.668 -2.189
H -3.145 0.686 -3.990
H 0.424 2.034 3.778
H 4.959 -1.716 1.517
H -5.074 1.358 -0.705
H 1.999 -4.770 -2.012
H -4.604 4.114 1.960
H 2.979 0.001 1.714
H -1.886 -3.749 -3.541
H -4.363 1.960 -3.910
H 0.060 -5.317 -3.464
*
```